Entry 1:
A molecular structure, C60H46AsCrI2N2O3, computed with ωB97M-V/def2-TZVPD.

Computed properties:
HOMO-LUMO gap (alpha / beta) = 7.42 / 7.40 eV
E_LUMO (alpha / beta) = -0.10 / -0.13 eV
energy relative to the best compared isomer or geometry (same formula, charge and spin) = 0.0 kcal per mole
spin multiplicity = 2
DFT total energy = -6524.96222 Eh

Element x y z (Å)
1 Cr 0.63 0.83 -0.20
2 O -0.63 1.83 0.70
3 C -2.03 1.69 0.61
4 C -2.36 0.36 -0.09
5 C -1.72 -0.75 0.66
6 C -2.46 -1.55 1.52
7 C -1.81 -2.50 2.28
8 C -0.44 -2.63 2.15
9 C 0.24 -1.81 1.27
10 C 1.72 -1.90 1.14
11 C 2.40 -0.63 1.72
12 O 1.91 0.47 1.02
13 C 2.09 -0.47 3.21
14 C 2.29 -1.52 4.10
15 C 2.03 -1.37 5.45
16 C 1.57 -0.15 5.93
17 C 1.38 0.90 5.06
18 C 1.64 0.75 3.70
19 C 3.92 -0.69 1.56
20 C 4.62 0.51 1.47
21 C 5.99 0.52 1.32
22 C 6.70 -0.67 1.25
23 C 6.02 -1.87 1.34
24 C 4.63 -1.88 1.50
25 N -0.39 -0.88 0.53
26 C -2.63 2.88 -0.14
27 C -2.37 4.15 0.35
28 C -2.93 5.27 -0.23
29 C -3.79 5.13 -1.32
30 C -4.04 3.87 -1.83
31 C -3.45 2.75 -1.25
32 C -2.62 1.65 2.02
33 C -3.98 1.85 2.23
34 C -4.53 1.73 3.50
35 C -3.72 1.41 4.58
36 C -2.36 1.21 4.38
37 C -1.81 1.33 3.11
38 H -1.96 0.40 -1.11
39 H -3.44 0.20 -0.15
40 H -3.52 -1.39 1.59
41 H -2.37 -3.13 2.96
42 H 0.11 -3.36 2.73
43 H 1.97 -1.95 0.08
44 H 2.07 -2.81 1.61
45 H 2.67 -2.47 3.74
46 H 2.19 -2.20 6.13
47 H 1.36 -0.03 6.99
48 H 1.03 1.86 5.42
49 H 1.49 1.57 3.02
50 H 4.07 1.44 1.51
51 H 6.52 1.47 1.25
52 H 7.77 -0.67 1.12
53 H 6.55 -2.81 1.29
54 H 4.13 -2.83 1.56
55 H -1.72 4.26 1.21
56 H -2.72 6.25 0.17
57 H -4.24 6.00 -1.77
58 H -4.69 3.74 -2.69
59 H -3.66 1.78 -1.68
60 H -4.62 2.11 1.40
61 H -5.59 1.89 3.64
62 H -4.14 1.32 5.57
63 H -1.71 0.96 5.21
64 H -0.76 1.17 2.95
65 I -1.17 3.72 -4.10
66 C 0.44 2.42 -4.09
67 C 1.27 2.32 -5.22
68 C 2.36 1.49 -5.24
69 I 3.53 1.40 -6.97
70 C 2.70 0.74 -4.09
71 C 3.81 -0.12 -3.96
72 C 4.04 -0.75 -2.77
73 C 3.16 -0.54 -1.70
74 N 2.09 0.23 -1.78
75 C 1.86 0.85 -2.96
76 C 0.69 1.67 -2.95
77 O -0.03 1.67 -1.87
78 H 1.03 2.92 -6.08
79 H 4.48 -0.25 -4.80
80 H 4.89 -1.40 -2.63
81 H 3.37 -1.00 -0.74
82 C -3.74 -4.87 0.03
83 C -4.27 -3.73 -0.57
84 C -3.47 -2.92 -1.36
85 C -2.13 -3.24 -1.58
86 C -1.60 -4.37 -0.97
87 C -2.40 -5.18 -0.17
88 As -0.97 -2.03 -2.58
89 C -2.22 -1.51 -3.98
90 C -2.17 -0.20 -4.42
91 C -3.04 0.26 -5.40
92 C -3.98 -0.60 -5.94
93 C -4.06 -1.91 -5.50
94 C -3.19 -2.37 -4.52
95 C 0.15 -3.35 -3.49
96 C 1.46 -3.46 -3.03
97 C 2.34 -4.38 -3.58
98 C 1.92 -5.20 -4.61
99 C 0.61 -5.10 -5.09
100 C -0.27 -4.18 -4.53
101 H -4.36 -5.50 0.64
102 H -5.31 -3.48 -0.41
103 H -3.90 -2.04 -1.82
104 H -0.56 -4.64 -1.13
105 H -1.98 -6.07 0.29
106 H -1.45 0.49 -3.99
107 H -2.99 1.29 -5.72
108 H -4.67 -0.25 -6.70
109 H -4.80 -2.59 -5.91
110 H -3.28 -3.38 -4.15
111 H 1.79 -2.81 -2.23
112 H 3.35 -4.44 -3.21
113 H 2.60 -5.91 -5.06
114 H 0.28 -5.74 -5.89
115 H -1.27 -4.11 -4.91

Löwdin population analysis, charges in e, atoms 1 to 4:
1 Cr 0.935
2 O -0.227
3 C -0.434
4 C -0.072

Entry 2:
A molecular structure, C60H47FGeP3PbSe2Te3, computed with ωB97M-V/def2-TZVPD.

Computed properties:
HOMO-LUMO gap = 6.27 eV
E_LUMO = -2.75 eV
total charge = +1
DFT total energy = -11315.13865 Eh

Element x y z (Å)
1 Pb -0.06 0.38 0.10
2 F -0.96 -5.87 -0.56
3 Ge -0.73 -4.11 -0.37
4 C -1.46 -3.74 -2.20
5 C -1.79 -4.90 -2.90
6 C -2.50 -4.85 -4.09
7 C -2.92 -3.63 -4.60
8 C -2.58 -2.47 -3.93
9 C -1.83 -2.51 -2.75
10 P -1.40 -0.85 -2.11
11 C -0.57 -0.08 -3.55
12 C -0.21 -0.74 -4.72
13 C 0.32 -0.02 -5.78
14 C 0.54 1.35 -5.68
15 C 0.25 2.00 -4.49
16 C -0.29 1.28 -3.43
17 C -3.09 -0.13 -2.15
18 C -4.12 -0.94 -1.66
19 C -5.42 -0.48 -1.64
20 C -5.71 0.81 -2.07
21 C -4.69 1.61 -2.55
22 C -3.39 1.14 -2.61
23 C 1.15 -4.35 0.28
24 C 1.38 -5.64 0.77
25 C 2.62 -6.02 1.26
26 C 3.67 -5.11 1.26
27 C 3.45 -3.83 0.79
28 C 2.21 -3.43 0.30
29 P 1.99 -1.71 -0.28
30 C 2.55 -1.80 -2.01
31 C 2.61 -3.00 -2.70
32 C 3.20 -3.05 -3.96
33 C 3.72 -1.90 -4.52
34 C 3.61 -0.68 -3.86
35 C 3.01 -0.63 -2.62
36 C 3.42 -0.87 0.51
37 C 3.26 -0.38 1.81
38 C 4.32 0.21 2.48
39 C 5.55 0.32 1.86
40 C 5.73 -0.18 0.58
41 C 4.67 -0.77 -0.09
42 C -2.02 -3.95 1.16
43 C -2.70 -5.15 1.42
44 C -3.51 -5.30 2.53
45 C -3.64 -4.26 3.44
46 C -3.00 -3.07 3.19
47 C -2.21 -2.89 2.05
48 P -1.50 -1.21 1.91
49 C -2.93 -0.13 2.25
50 C -2.74 1.16 2.74
51 C -3.82 2.01 2.93
52 C -5.10 1.58 2.62
53 C -5.30 0.30 2.12
54 C -4.22 -0.55 1.92
55 C -0.49 -1.23 3.43
56 C -0.82 -0.61 4.63
57 C -0.02 -0.79 5.75
58 C 1.11 -1.59 5.69
59 C 1.45 -2.22 4.49
60 C 0.65 -2.04 3.37
61 H -1.51 -5.86 -2.51
62 H -2.75 -5.77 -4.60
63 H -3.50 -3.58 -5.51
64 H -2.88 -1.52 -4.33
65 H -0.36 -1.80 -4.83
66 H 0.57 -0.53 -6.70
67 H 0.94 1.90 -6.51
68 H 0.44 3.06 -4.38
69 H -0.54 1.80 -2.51
70 H -3.90 -1.95 -1.32
71 H -6.21 -1.14 -1.30
72 H -6.73 1.17 -2.03
73 H -4.91 2.62 -2.89
74 H -2.62 1.78 -3.04
75 H 0.59 -6.37 0.76
76 H 2.77 -7.02 1.63
77 H 4.64 -5.39 1.64
78 H 4.27 -3.12 0.81
79 H 2.25 -3.92 -2.24
80 H 3.28 -3.99 -4.48
81 H 4.20 -1.94 -5.49
82 H 4.00 0.22 -4.31
83 H 2.95 0.32 -2.09
84 H 2.30 -0.48 2.30
85 H 4.18 0.59 3.48
86 H 6.37 0.81 2.37
87 H 6.70 -0.12 0.09
88 H 4.83 -1.16 -1.09
89 H -2.58 -5.98 0.74
90 H -4.02 -6.24 2.70
91 H -4.25 -4.38 4.33
92 H -3.11 -2.25 3.90
93 H -1.75 1.52 2.98
94 H -3.66 3.01 3.31
95 H -5.94 2.24 2.76
96 H -6.29 -0.03 1.87
97 H -4.39 -1.54 1.53
98 H -1.71 0.00 4.70
99 H -0.29 -0.30 6.68
100 H 1.72 -1.73 6.57
101 H 2.32 -2.86 4.44
102 H 0.90 -2.55 2.45
103 Se -1.67 2.87 -0.01
104 Te -0.71 4.48 -1.67
105 Te 1.90 4.77 -0.84
106 Se 2.28 2.55 0.29
107 Te 0.86 2.64 2.35
108 C 2.36 2.80 3.86
109 C 2.54 1.77 4.76
110 C 3.38 1.95 5.85
111 C 4.05 3.16 6.03
112 C 3.85 4.19 5.12
113 C 3.00 4.02 4.04
114 H 2.03 0.83 4.63
115 H 3.51 1.14 6.56
116 H 4.71 3.29 6.87
117 H 4.35 5.14 5.27
118 H 2.84 4.83 3.34

Löwdin population analysis, charges in e, atoms 1 to 4:
1 Pb 0.554
2 F -0.319
3 Ge 1.033
4 C -0.236

Entry 3:
10 unconnected molecules or ions with the total composition C60H50F10 in a non-equilibrium geometry, computed with ωB97M-V/def2-TZVPD.

Computed properties:
structure (SMILES) = Fc1ccccc1.Fc1ccccc1.Fc1ccccc1.Fc1ccccc1.Fc1ccccc1.Fc1ccccc1.Fc1ccccc1.Fc1ccccc1.Fc1ccccc1.Fc1ccccc1
HOMO-LUMO gap = 9.64 eV
E_LUMO = 0.58 eV
energy relative to the best compared isomer or geometry (same formula, charge and spin) = 12.4 kcal per mole
DFT total energy = -3314.94545 Eh

Element x y z (Å)
1 F 1.90 2.95 2.70
2 C 1.20 4.05 3.09
3 C 0.27 4.61 2.26
4 C -0.43 5.72 2.66
5 C -0.06 6.41 3.83
6 C 0.96 5.85 4.66
7 C 1.58 4.67 4.29
8 H 0.03 4.10 1.32
9 H -1.27 6.06 2.04
10 H -0.50 7.37 4.04
11 H 1.23 6.34 5.59
12 H 2.29 4.13 4.95
13 F -2.72 7.40 -2.08
14 C -2.50 6.18 -1.46
15 C -3.47 5.82 -0.52
16 C -3.29 4.61 0.11
17 C -2.14 3.85 -0.13
18 C -1.21 4.20 -1.14
19 C -1.42 5.41 -1.85
20 H -4.33 6.50 -0.36
21 H -4.03 4.27 0.85
22 H -2.03 2.87 0.32
23 H -0.44 3.48 -1.43
24 H -0.78 5.74 -2.67
25 F 3.06 -2.81 -4.48
26 C 3.01 -2.87 -3.09
27 C 3.72 -3.90 -2.49
28 C 3.78 -3.96 -1.08
29 C 3.01 -3.06 -0.38
30 C 2.35 -1.94 -0.99
31 C 2.34 -1.85 -2.35
32 H 4.23 -4.69 -2.98
33 H 4.22 -4.84 -0.60
34 H 2.94 -3.16 0.68
35 H 1.81 -1.20 -0.33
36 H 1.85 -1.06 -2.93
37 F -2.64 -2.45 -6.43
38 C -2.53 -1.24 -5.82
39 C -2.63 -1.21 -4.42
40 C -2.64 0.00 -3.77
41 C -2.58 1.17 -4.49
42 C -2.51 1.20 -5.89
43 C -2.47 -0.05 -6.55
44 H -2.77 -2.13 -3.85
45 H -2.76 0.02 -2.64
46 H -2.65 2.07 -3.96
47 H -2.47 2.13 -6.48
48 H -2.52 -0.08 -7.62
49 F 1.83 5.21 -2.67
50 C 2.25 3.99 -2.30
51 C 2.53 3.75 -0.96
52 C 3.01 2.58 -0.54
53 C 3.20 1.63 -1.55
54 C 3.03 1.89 -2.89
55 C 2.55 3.10 -3.28
56 H 2.38 4.55 -0.19
57 H 3.18 2.30 0.53
58 H 3.68 0.69 -1.23
59 H 3.40 1.18 -3.64
60 H 2.45 3.32 -4.32
61 F -0.43 -4.83 -6.07
62 C -0.84 -4.79 -4.77
63 C 0.18 -4.45 -3.85
64 C -0.13 -4.37 -2.50
65 C -1.45 -4.52 -2.10
66 C -2.47 -4.73 -3.06
67 C -2.18 -4.87 -4.40
68 H 1.20 -4.27 -4.15
69 H 0.67 -4.30 -1.75
70 H -1.69 -4.66 -1.05
71 H -3.47 -4.92 -2.68
72 H -2.88 -5.09 -5.19
73 F -0.65 -5.11 1.14
74 C -0.62 -6.45 1.42
75 C -0.41 -6.80 2.72
76 C -0.43 -8.15 3.04
77 C -0.54 -9.09 2.02
78 C -0.66 -8.66 0.68
79 C -0.72 -7.31 0.38
80 H -0.25 -6.01 3.44
81 H -0.37 -8.44 4.09
82 H -0.44 -10.15 2.21
83 H -0.58 -9.36 -0.19
84 H -0.79 -7.01 -0.63
85 F -1.34 4.93 6.93
86 C -2.19 4.45 5.97
87 C -3.51 4.96 5.94
88 C -4.44 4.50 5.03
89 C -4.05 3.43 4.20
90 C -2.79 2.91 4.27
91 C -1.84 3.40 5.12
92 H -3.77 5.73 6.64
93 H -5.39 4.96 4.97
94 H -4.77 3.04 3.49
95 H -2.49 2.14 3.57
96 H -0.82 2.99 5.14
97 F 1.36 -1.48 3.41
98 C 2.61 -1.49 2.96
99 C 3.09 -0.37 2.30
100 C 4.42 -0.44 1.92
101 C 5.22 -1.53 2.21
102 C 4.71 -2.62 2.93
103 C 3.36 -2.60 3.22
104 H 2.49 0.52 2.12
105 H 5.00 0.39 1.46
106 H 6.25 -1.59 1.97
107 H 5.37 -3.46 3.20
108 H 2.84 -3.38 3.74
109 F -0.46 1.06 2.70
110 C -0.48 0.43 1.47
111 C -0.87 -0.89 1.43
112 C -1.03 -1.50 0.18
113 C -0.77 -0.79 -0.95
114 C -0.23 0.49 -0.89
115 C -0.14 1.14 0.31
116 H -1.07 -1.30 2.39
117 H -1.32 -2.54 0.16
118 H -0.85 -1.21 -1.90
119 H 0.08 1.02 -1.78
120 H 0.32 2.13 0.33

Löwdin population analysis, charges in e, atoms 1 to 4:
1 F 0.036
2 C -0.283
3 C -0.035
4 C -0.073

Entry 4:
A molecular structure, C60H50HfNO2P2SSe in a non-equilibrium geometry, computed with ωB97M-V/def2-TZVPD.

Computed properties:
HOMO-LUMO gap = 4.89 eV
E_LUMO = -8.69 eV
energy relative to the best compared isomer or geometry (same formula, charge and spin) = 86.6 kcal per mole
total charge = +3
DFT total energy = -6050.85284 Eh

Element x y z (Å)
1 Hf 1.26 0.06 1.49
2 C 4.94 4.13 1.10
3 C 3.71 3.37 0.55
4 C 3.99 3.16 -0.94
5 C 3.36 2.07 1.25
6 C 3.35 0.82 0.58
7 C 3.60 -0.41 1.30
8 C 3.99 -0.34 2.66
9 C 4.47 -1.51 3.41
10 C 3.62 0.83 3.33
11 C 3.08 1.96 2.64
12 H 5.34 4.81 0.32
13 H 5.79 3.48 1.43
14 H 4.64 4.80 1.91
15 H 2.83 4.05 0.68
16 H 4.87 2.50 -1.08
17 H 4.16 4.12 -1.45
18 H 3.15 2.68 -1.50
19 H 3.28 0.73 -0.51
20 H 3.92 -1.31 0.72
21 H 4.63 -1.23 4.46
22 H 5.44 -1.84 2.98
23 H 3.74 -2.33 3.22
24 H 3.69 0.81 4.41
25 H 2.66 2.83 3.15
26 O -0.43 -0.13 0.31
27 S -0.86 -0.24 -1.29
28 C -2.57 0.43 -1.48
29 C -3.38 -0.29 -2.35
30 C -3.99 0.33 -3.45
31 C -3.75 1.66 -3.71
32 C -3.84 2.58 -4.94
33 C -3.03 3.85 -4.57
34 C -2.80 3.74 -3.09
35 C -2.27 4.55 -2.12
36 C -2.14 4.11 -0.78
37 C -2.35 2.77 -0.41
38 P -2.41 2.59 1.37
39 C -3.58 3.90 1.95
40 C -4.77 4.24 1.23
41 C -5.67 5.18 1.75
42 C -5.52 5.70 3.02
43 C -4.35 5.40 3.72
44 C -3.41 4.51 3.19
45 C -2.71 1.25 2.56
46 C -2.02 1.47 3.79
47 C -2.16 0.59 4.87
48 C -2.92 -0.57 4.74
49 C -3.62 -0.79 3.56
50 C -3.58 0.14 2.52
51 C -2.68 1.86 -1.47
52 C -3.10 2.41 -2.69
53 C -1.33 -1.89 -0.87
54 C -2.33 -2.06 0.11
55 C -3.18 -3.13 0.05
56 C -2.85 -4.17 -0.82
57 C -3.44 -5.46 -1.22
58 C -2.46 -6.09 -2.26
59 C -1.19 -5.21 -2.27
60 C 0.01 -5.17 -2.97
61 C 1.06 -4.26 -2.59
62 C 0.74 -3.20 -1.72
63 P 2.07 -2.27 -0.79
64 C 2.84 -3.73 -0.08
65 C 3.77 -4.60 -0.68
66 C 4.15 -5.78 -0.07
67 C 3.67 -6.13 1.20
68 C 2.73 -5.29 1.80
69 C 2.31 -4.13 1.16
70 C 3.18 -1.75 -2.14
71 C 2.69 -1.51 -3.44
72 C 3.41 -0.79 -4.41
73 C 4.74 -0.44 -4.14
74 C 5.28 -0.72 -2.87
75 C 4.53 -1.40 -1.92
76 C -0.65 -3.00 -1.35
77 C -1.53 -4.11 -1.44
78 H -3.44 -1.36 -2.24
79 H -4.45 -0.33 -4.19
80 H -3.51 2.06 -5.87
81 H -4.92 2.85 -5.12
82 H -2.03 3.91 -5.08
83 H -3.54 4.79 -4.85
84 H -2.11 5.62 -2.32
85 H -1.84 4.83 -0.03
86 H -4.94 3.86 0.23
87 H -6.51 5.40 1.09
88 H -6.31 6.25 3.49
89 H -4.12 5.78 4.72
90 H -2.46 4.35 3.77
91 H -1.31 2.32 3.87
92 H -1.70 0.81 5.83
93 H -2.94 -1.28 5.55
94 H -4.15 -1.71 3.44
95 H -4.13 -0.08 1.62
96 H -2.49 -1.28 0.83
97 H -4.11 -3.24 0.67
98 H -3.55 -6.13 -0.36
99 H -4.45 -5.35 -1.63
100 H -2.16 -7.12 -1.98
101 H -2.85 -6.14 -3.30
102 H 0.21 -5.85 -3.79
103 H 2.07 -4.43 -2.99
104 H 4.18 -4.39 -1.67
105 H 4.91 -6.36 -0.59
106 H 4.07 -6.98 1.70
107 H 2.35 -5.52 2.81
108 H 1.53 -3.53 1.64
109 H 1.72 -1.91 -3.73
110 H 2.98 -0.56 -5.37
111 H 5.32 0.07 -4.88
112 H 6.31 -0.43 -2.63
113 H 5.01 -1.68 -0.97
114 Se -0.06 2.68 1.34
115 C 0.23 4.31 2.37
116 N 0.69 5.27 2.89
117 O 0.24 -1.83 3.89
118 C 0.45 -0.86 3.27

Löwdin population analysis, charges in e, atoms 1 to 4:
1 Hf 1.173
2 C -0.038
3 C -0.363
4 C -0.077